# 1
Formula: C32H26Cl2GeN2RuS6
Source: the Open Molecules 2025 dataset
Level of theory: ωB97M-V/def2-TZVPD

Total energy = -185741.942 eV
2S+1 = 2
Molecular weight = 875.56 g mol⁻¹
Energy relative to the best compared isomer or geometry (same formula, charge and spin) = 0.0 kJ/mol
Kohn-Sham gap (alpha / beta) = 0.2124 / 0.2322 Eh
E_LUMO (alpha / beta) = 2.33 / 2.33 eV
Total charge = -1
F_max = 0.504 eV Å⁻¹

```
70
Properties=species:S:1:pos:R:3:forces:R:3:mulliken_charge:R:1
H -2.012 3.003 -0.274 0.0 0.0 0.0 0.598
C 2.834 3.842 -2.154 0.0 0.0 0.0 -0.439
H -0.172 0.824 -3.473 0.0 0.0 0.0 0.283
H 6.639 -0.967 4.721 0.0 0.0 0.0 0.361
C -4.180 -0.874 0.021 0.0 0.0 0.0 -0.326
H 2.000 -3.561 2.174 0.0 0.0 0.0 0.016
C 3.870 -1.164 2.806 0.1 0.0 0.0 0.646
C 1.251 -2.726 -2.171 0.0 0.0 0.0 -0.734
C -5.658 0.540 -1.843 0.0 0.0 0.0 -0.621
S 0.069 2.703 1.814 0.0 -0.1 0.0 0.093
H 0.835 -5.800 2.543 0.0 0.0 0.0 0.446
C -1.522 2.976 -1.241 0.0 0.0 0.0 -0.363
C -0.496 1.760 -3.030 0.0 0.0 0.0 -0.387
C -1.472 -2.345 -2.569 0.0 0.0 0.0 -0.411
C 2.868 -0.655 3.638 -0.1 0.0 0.0 0.184
C 5.200 -1.285 3.162 0.0 0.0 0.0 -0.902
C -0.920 -3.355 1.270 0.0 0.0 -0.1 -0.512
C -5.563 -0.996 -0.002 0.0 0.0 0.0 -0.613
H 3.693 3.888 -2.824 0.0 0.0 0.0 0.389
H 2.126 4.625 -2.411 0.0 0.0 0.0 0.162
H 4.927 -0.081 6.304 0.0 0.0 0.0 0.389
H 1.219 -0.833 -1.160 0.0 0.0 0.0 -0.147
C 4.650 -0.397 5.308 0.0 0.0 0.0 -0.698
H -6.233 1.103 -2.569 0.0 0.0 0.0 0.383
C 1.486 2.612 0.790 0.0 -0.1 0.1 0.220
H -7.385 -0.377 -0.955 0.0 0.0 0.0 0.351
H 2.357 2.866 -2.233 0.0 0.0 0.0 -0.001
H -1.745 -5.386 1.691 0.0 0.0 0.0 0.397
H -0.527 5.082 -3.699 0.0 0.0 0.0 0.385
C -0.752 -1.392 -1.856 0.0 -0.1 0.0 -0.143
C -6.305 -0.289 -0.938 0.0 0.0 0.0 -0.445
H -3.780 1.317 -2.519 0.0 0.0 0.0 0.296
H 5.909 -1.679 2.446 0.0 0.0 0.0 0.396
C 0.363 -4.927 2.126 0.0 0.0 0.0 -0.137
C 5.602 -0.892 4.426 0.0 0.0 0.0 -0.369
S 1.191 -0.482 3.210 0.0 0.2 0.3 -0.269
C -1.124 1.754 -1.787 -0.1 0.0 0.0 0.009
C -0.693 4.154 -3.165 0.0 0.0 0.0 -0.471
H -2.539 -2.215 -2.715 0.0 0.0 0.0 0.371
C 0.614 -1.602 -1.666 -0.1 -0.1 0.0 0.508
H 2.314 -2.866 -2.011 0.0 0.0 0.0 0.405
H -1.389 0.164 1.751 0.0 0.0 0.1 0.495
C -0.100 4.416 1.872 0.1 0.0 -0.1 0.012
S 1.135 5.230 1.010 0.1 0.0 0.0 -0.206
S 2.128 1.096 0.253 0.1 0.2 0.1 -0.269
H -1.610 5.106 -1.470 0.0 0.0 0.0 0.413
H 0.204 2.934 -4.686 0.0 0.0 0.0 0.349
H -1.418 -4.215 -3.626 0.0 0.0 0.0 0.390
Ru 1.030 -0.876 0.981 0.2 -0.3 -0.4 0.162
S 3.464 4.084 -0.475 0.0 0.0 0.0 -0.148
C -0.843 -3.477 -3.079 0.0 0.0 0.0 -0.589
C 0.517 -3.670 -2.879 0.0 0.0 0.0 -0.509
C 3.330 -0.289 4.920 0.0 0.0 0.0 0.169
H -1.709 -2.748 0.859 0.0 0.0 0.0 0.361
C -0.796 -0.166 0.898 -0.2 0.1 -0.1 -0.792
Cl 2.195 0.333 6.080 0.0 0.0 0.0 -0.228
C -4.274 0.657 -1.814 0.0 0.0 0.0 -0.411
N 1.047 -3.784 1.939 0.0 0.0 0.1 -0.191
Ge -1.549 0.086 -0.839 0.1 0.2 0.2 1.833
C 2.008 3.821 0.460 0.0 0.1 -0.1 -0.096
C -0.922 -4.695 1.696 0.0 0.0 0.0 -1.102
C -0.285 2.949 -3.719 0.0 0.0 0.0 -0.685
H -6.062 -1.636 0.715 0.0 0.0 0.0 0.386
N 0.279 -2.818 1.421 0.0 0.0 0.0 0.920
C -1.303 4.168 -1.918 0.0 0.0 0.0 -0.785
H -3.612 -1.411 0.773 0.0 0.0 0.0 0.210
H 1.005 -4.554 -3.271 0.0 0.0 0.0 0.359
S -1.338 5.180 2.655 -0.2 0.1 0.1 -0.299
Cl 3.441 -1.736 1.196 -0.1 0.0 0.0 -0.154
C -3.511 -0.051 -0.885 0.0 0.0 0.0 0.108
```
Forces are in eV/Å.


# 2
Formula: C6H10N3O
Source: the Open Molecules 2025 dataset
Level of theory: ωB97M-V/def2-TZVPD

Total energy = -12891.908 eV
Molecular weight = 140.17 g mol⁻¹
Energy relative to the best compared isomer or geometry (same formula, charge and spin) = 456.7 kJ/mol
Kohn-Sham gap = 0.3801 Eh
E_LUMO = -3.07 eV
SMILES = CC1=C(C)[N@H+]2NC=N[C@H]2O1
Total charge = +1
F_max = 5.210 eV Å⁻¹

```
20
Properties=species:S:1:pos:R:3:forces:R:3:mulliken_charge:R:1
H -1.208 2.165 -0.865 -0.5 -1.6 1.0 0.298
C 1.689 1.266 0.207 1.7 -1.2 -3.4 -1.454
N -0.737 0.716 0.670 -1.4 -1.4 -1.8 0.156
C -1.601 -0.850 0.647 0.0 0.1 0.8 0.269
C 0.517 -1.035 -0.024 2.4 0.0 0.7 0.665
H -3.146 0.790 -1.428 -3.2 1.8 -3.7 0.592
C 0.592 0.271 0.255 -1.4 0.6 0.1 0.459
H 2.505 -1.759 0.328 0.6 1.2 0.6 0.426
H 2.637 0.659 0.248 -0.7 1.1 0.7 0.335
H 2.072 -1.217 -1.287 1.0 -0.4 -1.7 0.446
H 1.656 -2.807 -0.382 -0.7 -2.0 -1.5 0.383
C -2.490 0.493 -0.769 1.5 -2.2 2.2 -0.293
N -1.551 1.322 -0.326 1.4 2.8 -0.8 -0.428
H -0.933 1.301 1.451 0.8 0.1 1.5 0.399
N -2.583 -0.667 -0.265 -0.5 0.4 -0.3 -0.439
H 1.533 2.034 0.889 0.3 1.0 1.8 0.435
O -0.624 -1.700 0.245 0.9 -0.4 0.0 -0.352
C 1.772 -1.777 -0.455 -1.7 1.2 2.1 -1.626
H -1.965 -1.069 1.636 0.2 0.1 0.6 0.435
H 1.865 1.863 -0.775 -0.8 -1.2 1.1 0.296
```
Forces are in eV/Å.


# 3
Formula: C17H54AgF2N7O14S2
Source: the Open Molecules 2025 dataset
Level of theory: ωB97M-V/def2-TZVPD

Total energy = -88694.921 eV
2S+1 = 2
Molecular weight = 790.65 g mol⁻¹
Kohn-Sham gap (alpha / beta) = 0.3236 / 0.1743 Eh
E_LUMO (alpha / beta) = -2.85 / -6.91 eV
Total charge = +1
F_max = 12.825 eV Å⁻¹

```
97
Properties=species:S:1:pos:R:3:forces:R:3:mulliken_charge:R:1
H -0.391 2.345 6.240 0.2 -0.1 0.2 0.249
F -0.634 -0.767 1.767 -0.5 0.3 0.4 -0.354
N 1.542 0.729 4.479 1.1 -1.1 -0.5 -0.275
H -1.988 5.448 -0.677 -0.4 0.1 -0.1 0.238
H 0.890 -6.549 0.121 -0.4 -0.4 -0.3 0.299
O -1.967 -1.514 -3.917 0.5 -0.5 0.6 -0.550
H 1.796 0.266 5.340 0.9 -0.6 -0.9 0.204
H 5.107 -0.982 0.937 -0.3 0.0 0.3 0.279
H -3.083 1.637 3.744 0.1 -0.2 0.2 0.367
O -0.523 0.681 -1.864 2.2 -1.1 1.9 -0.212
H -1.896 -0.858 -3.219 -0.4 0.5 -0.1 0.034
H 1.617 -6.266 2.759 0.5 -0.5 -0.2 0.306
H -1.248 -3.810 -5.107 -0.4 0.0 0.1 0.344
C -2.847 3.647 -0.843 0.5 1.0 2.2 0.259
H 3.846 2.373 1.254 -0.1 0.3 0.0 0.194
C 4.979 0.581 2.500 -0.2 -0.7 0.0 -0.412
N 3.035 4.170 2.507 -0.5 2.7 2.6 -0.373
C -1.538 2.656 -4.292 1.2 -0.7 0.9 0.637
O -2.049 3.110 -0.076 0.9 -1.2 0.2 -0.452
Ag -0.792 2.396 1.624 -0.4 0.8 0.9 2.054
H -5.063 -0.424 2.735 0.3 -0.1 0.0 0.329
H 3.166 -1.938 -3.197 -0.1 -0.6 0.1 0.387
H -2.984 0.777 1.109 -0.2 -0.3 -1.2 0.031
O 4.283 -3.805 -1.857 0.8 -1.1 0.2 -0.576
H 1.193 1.644 6.506 -0.4 0.3 -0.1 0.142
H 4.696 0.648 0.401 0.7 0.0 -0.5 0.126
H 0.004 -1.713 -4.415 0.3 0.0 0.2 0.232
H -1.487 -4.147 -3.350 -0.6 0.1 -0.2 0.348
H -3.611 5.437 -1.385 0.5 0.2 0.1 0.177
H 5.449 2.242 3.507 0.0 -0.3 0.2 0.321
H 2.513 -5.902 1.237 0.2 0.4 0.3 0.320
C -3.254 0.833 3.029 -0.3 0.0 1.9 -0.247
H -2.172 4.472 -4.443 0.0 0.0 -0.1 0.316
H -3.523 -1.827 -0.030 0.0 0.1 0.5 0.312
O 0.068 -1.703 -0.202 1.8 2.7 0.4 -0.264
C -4.739 0.603 2.906 -0.8 0.2 -0.3 -1.222
N -3.905 3.080 -1.339 -2.3 -2.0 -1.5 -0.186
H -4.392 3.486 -2.125 0.1 -0.1 0.2 0.237
S 0.546 -0.675 0.721 -0.7 -3.7 5.1 -0.037
H 1.657 -3.788 2.323 0.3 0.1 -0.2 0.176
H -4.114 2.113 -1.135 0.5 -0.1 -0.1 0.164
C 0.382 1.380 4.665 4.1 -0.8 1.0 0.411
N 2.877 2.609 1.096 1.5 -4.5 -4.1 0.039
C 2.228 3.496 1.707 2.9 0.4 2.0 0.595
H -0.009 -4.383 -4.069 0.8 0.9 0.1 0.385
H -5.421 -1.988 -1.590 -0.1 0.6 0.6 0.371
O 1.045 3.647 1.575 -5.4 1.5 0.2 -0.708
O 1.976 0.836 -1.402 -2.0 -0.6 1.5 -0.687
H -0.350 0.781 -4.900 -0.1 0.4 1.0 0.143
H -4.877 0.078 -0.392 -0.4 0.5 0.4 0.255
H 3.908 0.551 2.704 -0.2 -0.1 -0.2 0.182
N 0.404 1.822 5.901 -2.1 1.7 2.5 -0.425
H -4.000 -2.287 -2.461 0.0 0.1 -0.4 0.354
F 0.419 2.619 -1.106 0.8 -0.1 0.5 -0.434
O 5.417 1.944 2.595 0.1 0.2 -0.4 -0.645
H 2.272 -3.874 -1.579 0.2 -0.5 -0.3 0.214
H 2.577 4.763 3.185 0.4 0.1 0.0 0.272
O 0.692 -6.761 1.037 -0.2 -0.1 -0.4 -0.516
H -5.101 1.192 2.064 -0.2 0.2 0.1 0.226
H 1.749 0.373 3.557 0.0 -0.6 0.3 0.037
H 3.095 -3.133 -0.295 0.2 0.6 0.2 0.091
H 1.838 -1.680 -2.057 0.2 0.5 0.0 -0.357
C -4.490 -1.503 -1.883 1.5 -0.8 -1.1 -1.490
C 1.544 -5.894 1.737 -0.4 0.8 0.9 -0.537
H -0.709 3.162 -3.797 0.2 -0.5 0.6 0.154
C 3.116 -3.212 -1.382 -0.9 -0.5 -0.9 -0.069
O -2.207 3.680 -4.984 -0.8 0.1 -0.7 -0.615
H -0.386 2.142 -5.955 -0.1 -0.1 -0.4 0.375
S 0.595 1.009 -0.957 -0.7 5.1 -11.7 0.178
O 1.678 -0.920 1.623 -1.1 0.9 -2.6 -0.538
H -0.391 -2.156 -2.707 0.2 0.4 0.0 -0.481
C 0.916 -4.498 1.955 0.6 -0.2 0.2 -0.392
C -0.846 -3.685 -4.101 -0.7 -0.1 0.0 -1.490
N 0.312 0.989 0.488 0.6 -4.7 3.7 1.203
N -2.815 4.958 -0.989 0.5 2.2 -0.8 -0.450
C -0.989 1.601 -5.227 -0.1 0.4 -1.4 -1.243
H 6.405 0.176 1.033 -0.1 0.4 -0.8 0.394
H -1.822 1.096 -5.716 0.0 0.2 -0.3 0.359
O -2.711 1.331 1.844 1.1 0.7 -0.4 0.034
H -5.248 0.953 3.804 0.0 0.0 0.0 0.373
H 4.006 3.935 2.656 -0.3 -0.1 -0.3 0.153
C -3.501 -1.075 -0.819 -0.1 -1.8 -0.2 0.482
C -0.711 -2.195 -3.749 0.4 -1.1 -0.6 1.105
H -2.447 -0.975 -1.076 -0.2 -0.1 -0.7 -0.226
H 0.449 -4.070 1.068 -0.1 -0.1 0.0 -0.049
C 5.321 0.076 1.087 -0.2 0.2 1.3 -0.849
H -2.771 -0.070 3.405 0.4 0.0 -0.2 0.209
O -0.393 1.568 3.792 -3.7 1.4 -2.9 -0.484
H 5.440 -0.054 3.257 0.3 0.1 0.1 0.558
O -3.922 0.178 -0.390 -0.4 1.6 1.4 -0.306
H -2.176 2.120 -3.589 -0.2 0.4 0.5 -0.113
H 5.013 -3.197 -1.718 0.1 0.0 0.0 0.330
H -4.628 -0.629 -2.520 -0.4 -0.3 -0.3 0.407
H 0.230 -4.580 2.798 -0.5 0.0 -0.4 0.395
C 2.893 -1.939 -2.142 -0.2 0.7 0.8 -0.173
H 3.560 -1.221 -1.664 -0.4 0.7 -0.1 0.147
H 2.382 2.212 0.309 0.7 -0.4 0.0 -0.079
```
Forces are in eV/Å.


# 4
Formula: CH3BrO
Source: the Open Molecules 2025 dataset
Level of theory: ωB97M-V/def2-TZVPD

Total energy = -73174.946 eV
Molecular weight = 110.94 g mol⁻¹
Energy relative to the best compared isomer or geometry (same formula, charge and spin) = 16.4 kJ/mol
Kohn-Sham gap = 0.4061 Eh
E_LUMO = 0.68 eV
SMILES = OCBr
F_max = 4.815 eV Å⁻¹

```
6
Properties=species:S:1:pos:R:3:forces:R:3:mulliken_charge:R:1
C -0.314 -0.146 0.261 -0.6 0.1 -1.8 -0.278
H 0.047 1.414 -0.674 -1.0 1.7 -3.5 0.328
Br -2.349 0.031 -0.025 1.1 0.1 -0.1 -0.179
O 0.362 1.094 0.108 0.1 -3.4 3.4 -0.420
H -0.343 -0.505 1.245 0.6 0.0 1.4 0.273
H -0.042 -1.009 -0.424 -0.1 1.5 0.5 0.276
```
Forces are in eV/Å.


# 5
Formula: BrH2PS2
Source: the Open Molecules 2025 dataset
Level of theory: ωB97M-V/def2-TZVPD

Total energy = -101034.301 eV
Molecular weight = 177.03 g mol⁻¹
Energy relative to the best compared isomer or geometry (same formula, charge and spin) = 69.6 kJ/mol
Kohn-Sham gap = 0.2704 Eh
E_LUMO = -2.29 eV
SMILES = S=PBr.S
F_max = 2.875 eV Å⁻¹

```
6
Properties=species:S:1:pos:R:3:forces:R:3:mulliken_charge:R:1
H -0.028 1.882 0.133 -0.1 0.3 -0.2 0.106
H 0.500 0.589 -1.080 0.0 -0.1 -0.3 0.037
S -0.144 1.755 -1.198 0.1 0.0 0.1 -0.171
P 0.703 -1.775 0.617 -2.8 0.0 -0.7 0.287
Br -0.165 -0.023 1.912 0.6 -1.0 -0.2 -0.154
S -0.867 -2.429 -0.384 2.2 0.7 1.2 -0.105
```
Forces are in eV/Å.


# 6
Formula: C4H11NO2
Source: the Open Molecules 2025 dataset
Level of theory: ωB97M-V/def2-TZVPD

Total energy = -9909.880 eV
Molecular weight = 105.14 g mol⁻¹
Energy relative to the best compared isomer or geometry (same formula, charge and spin) = 227.9 kJ/mol
Kohn-Sham gap = 0.3590 Eh
E_LUMO = 0.83 eV
SMILES = C[C@H](O)CNCO
F_max = 3.184 eV Å⁻¹

```
18
Properties=species:S:1:pos:R:3:forces:R:3:mulliken_charge:R:1
H 0.891 -1.118 0.726 0.3 0.2 0.2 0.312
H -0.314 -2.489 -1.840 0.3 0.1 0.6 0.283
C -0.121 0.485 1.191 -2.8 -0.8 0.6 0.256
N -0.956 -0.954 -0.702 0.2 0.7 0.0 -0.161
C -0.026 -1.448 -1.608 1.8 -1.1 -2.0 -0.413
C -0.913 0.414 -0.247 3.0 0.6 1.0 -0.673
H -1.868 0.954 -0.154 0.2 -0.5 0.0 0.394
H 1.253 1.975 0.837 0.4 0.5 0.8 0.340
O 0.892 -0.473 1.458 0.6 0.2 -1.4 -0.531
H -1.781 -1.505 -0.668 -0.6 0.0 0.4 0.211
H 2.046 -0.900 -1.576 -1.0 0.1 -0.3 0.303
H 0.471 1.843 2.576 1.1 0.7 0.1 0.319
H -0.236 1.025 -0.944 -1.0 -0.8 0.6 0.263
O 1.372 -1.451 -1.156 -0.7 -0.8 1.1 -0.571
H -0.341 2.704 1.242 0.4 -0.8 0.1 0.288
H 0.070 -1.067 -2.628 -0.6 1.1 0.0 0.379
H -0.828 0.109 1.991 -0.4 1.2 -0.9 0.189
C 0.388 1.894 1.500 -1.4 -0.8 -0.8 -1.187
```
Forces are in eV/Å.